C37H86F14N14O33S14 | wB97M-V/def2-TZVPD

Each line ends with the Löwdin charge.
Positions of all 198 atoms, in Å:
C1 -2.491587 -13.697234 3.781539  0.021
C2 -2.404302 -12.240658 3.356697  -0.302
O1 -2.125415 -11.404982 4.236801  0.145
N1 -2.430965 -11.854422 1.856516  0.093
H1 -1.963487 -12.545432 1.287234  0.177
H2 -3.414844 -11.964902 1.656823  0.175
C3 -1.989872 -10.430044 1.522336  0.048
H3 -1.472557 -13.968903 4.057005  0.110
H4 -2.783434 -14.458192 3.057762  0.088
H5 -3.246271 -13.793880 4.562068  0.109
H6 -2.410852 -10.298108 0.525605  0.111
H7 -0.906621 -10.369216 1.626967  0.117
H8 -2.455339 -9.730345 2.216507  0.109
C4 -11.108771 -0.671905 -0.697074  0.033
C5 -11.671871 0.290853 -1.682023  -0.381
O2 -12.810357 0.607665 -1.773659  0.188
N2 -10.625450 1.016267 -2.587015  0.097
H9 -10.112737 1.636658 -1.976809  0.180
H10 -10.018659 0.292392 -2.944655  0.171
C6 -11.308547 1.758409 -3.739466  0.048
H11 -10.893876 -1.549441 -1.306858  0.110
H12 -11.905498 -0.955687 -0.009470  0.112
H13 -10.170837 -0.347929 -0.246042  0.106
H14 -12.039993 1.077823 -4.175234  0.110
H15 -10.458868 1.949899 -4.394810  0.111
H16 -11.719925 2.659717 -3.285014  0.114
C7 2.922809 -8.179160 9.643132  0.042
C8 3.941298 -8.333467 8.531269  -0.357
O3 3.604097 -8.258924 7.372618  0.162
N3 5.439015 -8.263522 8.831257  0.096
H17 5.792621 -7.352179 9.085206  0.183
H18 5.595895 -8.722254 9.717279  0.168
C9 6.389630 -8.716536 7.689767  0.062
H19 3.148947 -8.964720 10.364130  0.095
H20 2.003744 -8.283617 9.066491  0.108
H21 3.064513 -7.210293 10.121978  0.114
H22 6.295586 -7.993698 6.879361  0.116
H23 6.034173 -9.704601 7.397406  0.102
H24 7.359504 -8.809365 8.178486  0.109
C10 1.157846 9.225386 -6.979444  0.016
C11 2.239615 10.216427 -6.921574  -0.354
O4 1.996268 11.418117 -6.919509  0.166
N4 3.624586 9.616019 -6.620568  0.128
H25 3.830751 9.535483 -5.635112  0.190
H26 3.507617 8.684334 -6.992565  0.153
C12 4.771533 10.307582 -7.428480  0.055
H27 1.524678 8.236504 -7.254473  0.092
H28 0.489098 9.449783 -7.810416  0.114
H29 0.568119 9.068730 -6.076236  0.122
H30 4.455996 10.621845 -8.423351  0.107
H31 5.566923 9.572703 -7.552648  0.105
H32 5.234787 11.122099 -6.871651  0.107
C13 -2.087608 8.078952 11.621481  0.019
C14 -2.534174 6.776420 10.841520  -0.372
C15 -3.391505 7.081570 9.594410  -0.136
C16 -2.592706 7.733822 8.442738  -0.163
C17 -1.441001 6.821769 8.010746  -0.118
C18 -0.449939 6.502164 9.138019  -0.404
N5 -1.331298 5.897867 10.293704  0.160
O5 -0.669499 5.011018 11.159276  0.171
C19 0.509952 7.647687 9.577285  0.015
C20 0.480384 5.339654 8.720082  -0.033
C21 -3.321861 5.765569 11.761066  -0.026
H33 -2.925446 8.528246 12.154636  0.103
H34 -1.678295 8.831818 10.947860  0.076
H35 -1.441869 7.785987 12.449307  0.094
H36 -4.230417 7.695518 9.922132  0.131
H37 -4.033736 6.257490 9.283717  0.131
H38 -2.209898 8.704536 8.757786  0.100
H39 -3.303757 8.089981 7.697323  0.128
H40 -0.892283 7.199401 7.147952  0.144
H41 -2.033701 5.968874 7.680010  0.132
H42 0.102035 8.604576 9.251604  0.087
H43 1.500180 7.608170 9.123440  0.103
H44 0.635709 7.603340 10.659093  0.093
H45 -0.161821 4.597915 8.245221  0.093
H46 1.053160 4.788229 9.465709  0.095
H47 1.140094 5.615747 7.897485  0.106
H48 -3.417762 4.768153 11.332045  0.093
H49 -4.340670 6.032542 12.041870  0.099
H50 -2.755996 5.553161 12.668135  0.081
C22 -2.112430 1.454825 -3.742153  -0.093
C23 -2.121436 0.977238 -2.296804  -0.250
C24 -0.728616 0.509175 -1.765994  -0.075
N6 -0.652675 0.028926 -0.240959  -0.219
C25 -1.373411 0.991831 0.676875  0.018
C26 -1.120708 -1.487675 0.044543  -0.041
C27 -0.425501 -1.876797 1.370577  -0.158
C28 0.863816 -1.064226 1.388502  -0.145
C29 0.826311 -0.026094 0.227957  -0.085
H51 -1.549792 2.366284 -3.944090  0.087
H52 -3.146571 1.628013 -4.039922  0.085
H53 -1.729787 0.588187 -4.281252  0.079
H54 -2.918164 0.261102 -2.095631  0.111
H55 -2.417469 1.900695 -1.799131  0.103
H56 -0.038029 1.323475 -1.985321  0.135
H57 -0.335900 -0.321138 -2.352897  0.123
H58 -2.441064 0.838755 0.519486  0.107
H59 -0.979653 1.977068 0.427179  0.116
H60 -1.116677 0.766276 1.711917  0.107
H61 -2.196803 -1.605283 0.172147  0.128
H62 -0.638467 -1.999540 -0.788247  0.128
H63 -1.123459 -1.672694 2.182550  0.113
H64 -0.228601 -2.944746 1.464485  0.120
H65 1.098620 -0.503731 2.293384  0.117
H66 1.728203 -1.726822 1.345060  0.123
H67 1.212084 0.949296 0.524437  0.135
H68 1.444062 -0.347838 -0.610470  0.131
C30 1.563936 -3.525970 -14.225839  -0.060
C31 1.864316 -3.776173 -12.677736  -0.208
C32 1.649339 -5.190867 -12.092749  -0.104
N7 2.267468 -5.380729 -10.689644  -0.234
C33 1.500097 -4.564294 -9.601418  0.066
C34 3.757429 -4.950877 -10.671012  -0.090
C35 4.424986 -5.833542 -9.600615  -0.135
C36 3.497551 -7.034225 -9.336163  -0.130
C37 2.318718 -6.813195 -10.264673  -0.133
H69 0.514114 -3.753652 -14.410570  0.069
H70 2.128411 -4.253554 -14.809006  0.069
H71 1.852236 -2.521736 -14.536484  0.081
H72 1.445623 -3.005974 -12.029979  0.106
H73 2.942009 -3.613107 -12.668516  0.087
H74 2.151722 -5.904866 -12.745376  0.130
H75 0.575547 -5.367031 -12.029273  0.137
H76 2.070365 -4.674280 -8.679026  0.113
H77 0.485429 -4.962116 -9.584279  0.109
H78 1.383227 -3.501240 -9.812036  0.104
H79 3.953869 -3.878971 -10.693812  0.139
H80 4.223099 -5.156811 -11.634777  0.127
H81 4.694829 -5.251438 -8.719465  0.124
H82 5.346421 -6.252690 -10.004808  0.118
H83 3.184362 -6.991241 -8.293010  0.122
H84 4.012902 -7.931268 -9.679416  0.123
H85 1.361388 -7.182943 -9.897368  0.140
H86 2.464740 -7.360353 -11.196011  0.129
N8 7.480628 -5.505484 -1.936973  -0.260
S1 7.224248 -4.041772 -1.769431  0.378
O6 7.288001 -3.514934 -0.395674  -0.311
O7 6.377642 -3.422868 -2.756623  -0.302
F1 8.692304 -3.624691 -2.216882  -0.208
S2 6.010301 -5.973784 -1.219197  0.576
O8 4.703071 -5.457275 -1.666514  -0.326
O9 6.126590 -6.350115 0.180264  -0.313
F2 5.942457 -7.406575 -1.940142  -0.234
N9 5.178775 4.606566 -8.884855  -0.300
S3 5.748373 4.220212 -10.251280  0.471
O10 4.955113 3.349997 -11.127057  -0.326
O11 7.230375 4.196227 -10.344241  -0.327
F3 5.476147 5.675450 -11.016568  -0.271
S4 5.240317 3.022828 -8.207079  0.624
O12 6.476702 2.172079 -8.402369  -0.321
O13 3.998663 2.282570 -8.046310  -0.320
F4 5.438678 3.488623 -6.660107  -0.232
N10 7.144466 -2.939323 9.995910  -0.296
S5 7.670710 -1.861290 9.151658  0.382
O14 9.042835 -1.439440 9.318016  -0.300
O15 6.728347 -0.866605 8.636604  -0.305
F5 7.958899 -2.768878 7.865292  -0.231
S6 6.856168 -2.106580 11.401171  0.527
O16 5.504744 -1.965441 11.801683  -0.286
O17 7.665012 -0.959822 11.890235  -0.297
F6 7.367872 -3.244796 12.331610  -0.195
N11 -7.209065 -2.436908 -5.830635  -0.280
S7 -7.019930 -2.567727 -7.558499  0.572
O18 -8.010389 -3.253617 -8.381078  -0.305
O19 -5.661113 -2.654833 -8.118899  -0.309
F7 -7.410751 -1.073219 -7.931668  -0.214
S8 -6.433719 -3.751398 -5.621305  0.415
O20 -4.972725 -3.776095 -5.641921  -0.321
O21 -7.217672 -4.890209 -6.092326  -0.313
F8 -6.586966 -3.805468 -4.012402  -0.244
N12 -2.987809 0.119450 7.965331  -0.257
S9 -2.525940 -1.222768 8.874759  0.549
O22 -2.629083 -2.554561 8.310902  -0.293
O23 -2.791308 -1.203257 10.303496  -0.300
F9 -0.946848 -0.952550 8.869630  -0.207
S10 -4.370531 -0.331037 7.901192  0.387
O24 -5.157044 -0.450441 9.146517  -0.305
O25 -4.785836 -1.163407 6.767153  -0.326
F10 -4.828862 1.087521 7.263518  -0.248
N13 -7.684086 5.895322 -0.973557  -0.264
S11 -7.138825 6.367025 0.573801  0.569
O26 -7.997846 7.332223 1.277591  -0.309
O27 -5.719274 6.583167 0.841972  -0.289
F11 -7.515057 5.018308 1.336778  -0.214
S12 -7.113069 7.104283 -1.574907  0.371
O28 -5.707626 7.181439 -1.930031  -0.308
O29 -7.813052 8.378367 -1.416575  -0.290
F12 -7.564709 6.608557 -3.064742  -0.265
N14 5.808538 8.902377 -1.210653  -0.287
S13 5.115449 7.912430 0.039462  0.593
O30 4.289278 8.726546 0.945599  -0.323
O31 5.835278 6.814421 0.637507  -0.274
F13 3.985290 7.244552 -0.864885  -0.216
S14 7.122345 9.001893 -0.601362  0.403
O32 8.077815 7.870059 -0.660136  -0.321
O33 7.136863 9.943767 0.524726  -0.315
F14 7.693840 9.898237 -1.852396  -0.258

Cartesian forces, eV/Å:
C -0.545 -0.173 -1.224
C 2.271 1.845 4.480
O -1.451 -2.413 -4.583
N -0.281 0.815 1.767
H 0.460 -0.368 -0.126
H -0.640 0.108 -0.518
C -0.519 -0.562 0.124
H -0.138 0.077 0.589
H -0.063 0.403 -0.575
H 0.531 0.234 0.397
H 0.614 0.413 -0.043
H -0.194 -0.039 -0.352
H -0.031 -0.284 0.031
C 0.009 -0.328 -0.867
C -0.886 0.801 1.149
O 0.817 -0.065 -0.602
N -1.931 -0.764 -0.149
H 0.512 0.392 0.088
H 0.634 -0.132 -0.173
C 1.223 -0.298 0.851
H 0.268 -0.388 0.101
H 0.312 0.251 0.134
H -0.187 0.051 0.158
H 0.062 0.337 0.059
H -0.494 0.374 -0.326
H -0.165 -0.137 -0.490
C 1.696 -0.845 -0.597
C -1.586 2.360 -2.528
O 1.477 -0.864 1.824
N 0.508 -0.489 -0.406
H -0.579 1.279 -0.175
H 0.270 -0.983 0.211
C -1.025 -0.598 1.080
H -0.670 -0.020 0.294
H -0.200 0.058 0.793
H -0.213 0.088 -0.039
H 0.240 -0.114 0.234
H 0.135 0.184 -0.209
H 0.061 0.302 -0.464
C -0.207 -1.894 -1.312
C -2.073 4.085 1.808
O 2.186 -3.421 -0.323
N 0.314 1.432 -2.550
H 0.079 0.222 0.657
H 0.465 -0.666 0.078
C 0.533 -0.569 0.617
H 0.173 -0.215 0.154
H -0.139 0.467 0.245
H 0.224 0.568 0.209
H -0.482 -0.049 0.375
H -0.235 -0.222 0.067
H -0.662 0.053 0.108
C 0.369 -1.224 -0.344
C -2.119 -2.129 0.342
C -0.095 0.702 -0.125
C -0.140 1.024 1.101
C -1.350 0.438 -0.201
C 0.934 -2.444 -0.705
N 5.907 -1.471 6.456
O -5.092 5.651 -5.914
C -1.089 0.533 0.656
C -0.858 -0.965 -1.156
C 0.863 -0.166 0.244
H -0.548 -0.362 -0.509
H 0.243 -0.179 0.253
H 0.531 0.130 -0.332
H 0.407 0.802 0.291
H 0.860 -0.818 -0.285
H 0.233 0.090 0.476
H 0.211 -0.806 -0.602
H 0.059 0.066 0.111
H 0.859 -0.780 -0.072
H -0.178 0.107 0.418
H -0.240 -0.693 -0.133
H 0.085 0.309 -0.042
H -0.069 -0.331 0.097
H -0.070 0.683 0.269
H 0.057 0.495 0.256
H 0.082 0.155 -0.593
H 0.206 0.673 -0.213
H -0.035 0.379 0.174
C 0.030 -1.475 -0.170
C 0.328 1.051 1.408
C -0.937 -0.454 0.104
N 0.419 -0.176 0.121
C 0.367 -0.640 -0.545
C 1.404 1.039 0.094
C -0.592 0.623 -0.224
C 0.900 0.766 0.219
C -0.204 -1.054 -0.249
H 0.201 -0.232 0.219
H 0.098 -0.024 -0.100
H 0.052 0.419 -0.865
H 0.149 -0.246 -0.238
H 0.052 -0.176 0.865
H 0.239 0.096 0.906
H -0.190 -0.278 0.160
H 0.101 0.510 0.011
H -0.520 0.078 0.057
H -0.007 -0.115 -0.110
H 0.073 0.353 -0.796
H -0.622 -0.266 -0.073
H 0.233 0.327 0.176
H -0.022 0.025 -0.468
H -0.674 -0.146 0.319
H 0.018 0.069 -0.622
H -0.514 0.096 -0.053
H -0.255 -0.098 -0.143
C -0.545 -1.373 1.611
C 1.325 0.349 -0.747
C -0.050 0.920 -0.183
N 0.111 2.285 0.303
C 0.243 -0.543 -0.885
C 0.414 -0.679 -0.652
C 0.456 0.420 -0.329
C -0.148 1.155 -0.139
C -0.431 -0.825 -1.034
H -0.066 0.447 -0.255
H 0.156 0.070 -0.019
H -0.208 -0.105 0.249
H -0.303 -0.034 -0.212
H 0.130 0.164 0.358
H -0.189 -0.199 0.149
H 0.094 -0.479 0.188
H -0.348 -0.158 0.014
H 0.204 -0.265 0.387
H 0.565 -0.135 -0.451
H -0.776 0.122 1.084
H -0.543 -0.803 -0.310
H -0.185 -0.214 0.079
H 0.133 0.466 0.018
H 0.149 -0.705 -0.081
H -0.259 -0.181 0.798
H -0.073 0.501 0.184
H 0.188 -0.048 -0.031
N -3.622 -4.416 1.304
S 3.058 8.016 0.870
O -1.511 -1.032 -1.824
O 0.079 -0.235 0.833
F 0.368 0.220 -0.722
S -1.857 -3.619 0.378
O 2.653 0.119 0.778
O 0.145 0.914 -1.541
F 0.471 -0.104 -0.073
N -0.759 -3.372 2.733
S 3.848 1.798 -7.031
O 1.147 0.579 1.911
O -3.330 -0.494 0.355
F -0.199 -0.614 0.952
S 1.833 -2.746 3.823
O -3.637 3.041 -0.333
O 0.902 1.422 -1.344
F 0.031 0.469 -1.079
N -2.430 -1.499 5.498
S 4.200 5.572 -8.324
O -1.044 0.249 1.265
O 0.778 -1.290 1.417
F -0.879 -0.858 -0.622
S 1.131 1.867 3.865
O -1.396 -0.603 -1.084
O -0.906 -2.436 -2.539
F 0.450 -1.262 0.546
N 0.397 1.116 -4.247
S -0.398 1.809 -4.658
O 0.722 0.171 2.323
O -1.913 -0.065 2.088
F 0.017 0.489 0.996
S 2.274 -4.522 4.018
O -1.967 0.044 -0.840
O 1.612 0.910 0.369
F -0.759 0.097 0.112
N 6.819 -2.190 2.710
S 3.991 -2.131 3.637
O -0.286 1.724 -0.665
O -0.043 0.929 -1.740
F -0.408 0.367 -0.654
S -11.986 0.669 -3.372
O 1.667 -0.017 -2.270
O 0.948 0.091 1.888
F -0.679 0.579 0.392
N -0.052 -3.123 6.657
S -1.078 0.715 5.311
O 1.011 -1.766 -1.859
O -1.902 -1.129 -1.285
F 0.278 -0.331 -0.570
S 2.327 7.095 -10.178
O -0.501 0.004 1.877
O 0.917 -1.862 0.496
F -1.051 0.193 -0.482
N -7.227 -4.287 0.326
S -3.832 1.295 1.491
O 1.729 -1.157 -1.631
O -0.343 1.171 -1.249
F 0.423 -0.198 -0.353
S 10.539 2.694 1.230
O -2.207 2.193 0.672
O 0.578 -1.819 -1.009
F 0.195 0.165 0.391

gap between HOMO and LUMO	2.19	eV
LUMO level	-5.304	eV
maximum force	12.62	eV/Å
E_tot	-11682.3491	Ha
E_HOMO	-7.4979	eV



C4H4O2 | wB97M-V/def2-TZVPD

Each line ends with the natural charge from an NBO analysis.
Positions of all 10 atoms, in Å:
C1 2.038822 -0.866887 0.076003  -0.216
C2 1.230131 -0.005839 -0.164844  -0.041
C3 0.129957 0.940870 -0.432383  -0.154
O1 -1.040580 0.176329 -0.733168  -0.514
C4 -1.633936 -0.404189 0.326880  0.657
O2 -1.785679 0.080598 1.406607  -0.552
H1 2.729566 -1.647250 0.324869  0.244
H2 0.315291 1.552079 -1.315933  0.225
H3 -0.058481 1.605267 0.415417  0.231
H4 -1.925095 -1.430974 0.096556  0.121

Cartesian forces, eV/Å:
C -0.458 0.444 -0.051
C 0.418 -0.281 0.201
C 0.169 0.157 0.025
O -0.010 -0.238 -0.199
C -0.050 -0.296 0.422
O 0.222 0.226 -0.034
H -0.129 0.277 -0.128
H 0.098 -0.109 0.084
H 0.120 -0.154 -0.027
H -0.380 -0.028 -0.293

gap between HOMO and LUMO	11.55	eV
structure (SMILES)	C#CCOC=O
LUMO level	0.935	eV
maximum force	0.64	eV/Å
E_tot	-305.2145	Ha
E_HOMO	-10.6128	eV



C4H10N3 | wB97M-V/def2-TZVPD

Each line ends with the natural charge from an NBO analysis.
Positions of all 17 atoms, in Å:
C1 1.173593 1.197696 -0.645449  -0.636
C2 0.218232 0.075409 -0.292965  0.087
C3 0.699286 -1.349139 -0.335906  -0.638
C4 -1.034240 0.336596 -1.155249  -0.634
N1 -0.153470 0.302449 1.132952  0.000
N2 -0.766625 -0.230154 1.980013  0.402
N3 -1.324984 -0.308182 2.984249  -0.262
H1 0.597349 2.238040 -0.747918  0.243
H2 2.139285 1.435764 -0.129778  0.260
H3 1.411285 0.963458 -1.692144  0.240
H4 -0.126779 -2.115785 -0.376132  0.239
H5 1.217850 -1.530738 0.641387  0.222
H6 1.465758 -1.626801 -1.100167  0.272
H7 -1.716432 -0.505219 -1.384073  0.247
H8 -1.765933 1.090412 -0.591582  0.234
H9 -0.628390 0.923449 -2.067899  0.259
H10 -1.405783 -0.897257 3.780661  0.466

Cartesian forces, eV/Å:
C 0.155 2.591 -1.249
C -1.043 0.405 -0.677
C 1.153 -2.031 0.963
C -1.527 2.592 -0.014
N -1.069 -1.106 1.934
N 2.226 1.837 -1.573
N -1.835 0.619 0.075
H 1.062 -2.301 0.533
H -1.043 -0.890 0.056
H 0.334 0.171 0.227
H 0.637 1.025 -0.120
H -0.140 -0.091 -0.863
H -0.836 0.688 0.299
H 0.957 0.154 -0.087
H 1.727 -1.274 -1.200
H -1.268 -1.381 1.205
H 0.509 -1.007 0.490

gap between HOMO and LUMO	10.25	eV
structure (SMILES)	CC(C)(C)N=[N+]=N
LUMO level	-5.618	eV
charge	+1
maximum force	3.29	eV/Å
E_tot	-322.2606	Ha
E_HOMO	-15.8676	eV



- Which formula does entry 1 have?
  C37H86F14N14O33S14